C42H50AsF6KN8OSSi | the ωB97M-V functional and the def2-TZVPD basis

Results
<S²>: 0.75
Spin multiplicity: 2
Charge: -1
LUMO (spin up / spin down) in eV: 1.8257 / 1.8129
Kohn-Sham gap (spin up / spin down) in eV: 6.42 / 6.41
Relative energy (zero: lowest compared OMol25 entry of this formula, charge and spin) in kcal per mole: 22.7

Cartesian coordinates (Å):
K -1.485 0.037 0.584
C 5.667 -1.309 0.161
C 5.547 -0.289 1.286
N 4.480 -0.591 2.209
C 3.184 -0.087 2.080
S 2.933 1.437 1.278
N 2.297 -0.855 2.624
N 0.950 -0.512 2.578
C 0.513 0.190 3.550
C 1.378 0.894 4.547
C -0.981 0.198 3.768
C -1.577 1.080 4.658
C -2.931 0.957 4.935
C -3.657 -0.047 4.326
C -2.986 -0.870 3.435
N -1.692 -0.756 3.153
H 6.487 -1.060 -0.518
H 5.858 -2.310 0.557
H 4.745 -1.349 -0.417
H 6.493 -0.234 1.834
H 5.346 0.705 0.886
H 4.462 -1.535 2.569
H 2.410 0.591 4.401
H 1.325 1.975 4.401
H 1.073 0.678 5.575
H -0.986 1.854 5.129
H -3.411 1.651 5.613
H -4.716 -0.172 4.497
H -3.510 -1.665 2.916
C 0.234 2.002 -0.754
Si 0.984 2.455 -2.377
C 2.036 1.001 -2.891
N 1.315 -0.266 -2.711
C 0.623 -0.776 -3.897
C 1.425 -1.851 -4.660
C 2.924 -1.651 -4.464
C 3.282 -1.784 -2.977
C 2.118 -1.307 -2.087
C 2.080 3.965 -2.212
C 1.842 5.149 -2.914
C 2.692 6.242 -2.786
C 3.793 6.168 -1.946
C 4.046 5.001 -1.236
C 3.198 3.910 -1.368
C -0.345 2.857 -3.638
C -1.583 3.366 -3.232
C -2.551 3.733 -4.161
C -2.298 3.593 -5.517
C -1.075 3.091 -5.944
C -0.113 2.730 -5.012
H -0.412 2.693 -0.214
H 0.783 1.296 -0.120
H 2.888 1.019 -2.202
H 2.458 1.123 -3.900
H 0.410 0.068 -4.555
H -0.343 -1.187 -3.591
H 1.158 -1.828 -5.719
H 1.152 -2.846 -4.293
H 3.203 -0.659 -4.828
H 3.492 -2.368 -5.060
H 4.191 -1.219 -2.757
H 3.502 -2.830 -2.743
H 2.473 -0.928 -1.126
H 1.448 -2.144 -1.871
H 0.986 5.220 -3.575
H 2.490 7.152 -3.338
H 4.453 7.021 -1.841
H 4.898 4.941 -0.571
H 3.405 3.016 -0.789
H -1.817 3.456 -2.177
H -3.507 4.109 -3.820
H -3.054 3.869 -6.242
H -0.873 2.978 -7.002
H 0.840 2.347 -5.363
N -1.676 -7.469 -0.105
C -1.253 -8.784 -0.088
C -1.931 -9.994 -0.200
C -1.162 -11.141 -0.143
C 0.234 -11.083 0.020
C 0.891 -9.874 0.130
C 0.131 -8.707 0.077
N 0.539 -7.382 0.160
C -0.559 -6.689 0.049
C -0.628 -5.214 0.069
C 0.482 -4.489 0.477
C 0.417 -3.105 0.476
N -0.665 -2.436 0.072
C -1.730 -3.136 -0.306
C -1.769 -4.522 -0.315
H -2.623 -7.141 -0.168
H -3.004 -10.042 -0.326
H -1.644 -12.106 -0.226
H 0.799 -12.004 0.059
H 1.964 -9.820 0.256
H 1.377 -5.003 0.797
H 1.248 -2.505 0.831
H -2.594 -2.560 -0.624
H -2.667 -5.023 -0.652
C -2.917 0.091 -2.961
O -1.957 -0.100 -1.933
H -2.469 -0.037 -3.952
H -3.382 1.074 -2.890
H -3.689 -0.662 -2.813
H -1.281 0.593 -2.000
F -3.165 2.013 -0.402
As -4.495 1.418 0.567
F -3.528 1.821 1.953
F -3.759 -0.186 0.562
F -5.738 0.786 1.583
F -5.335 0.970 -0.869
F -5.219 2.976 0.565

=====

C18H18ClN3O5 | the ωB97M-V functional and the def2-TZVPD basis

Results
Charge: 0
LUMO in eV: 0.5471
SMILES string: COc1ccc(OCc2cc(C(=O)N(C)[C@@H](C)c3ccon3)no2)c(Cl)c1
Kohn-Sham gap in eV: 8.94
Relative energy (zero: lowest compared OMol25 entry of this formula, charge and spin) in kcal per mole: 100.0

Cartesian coordinates (Å):
C -5.573 -3.198 0.006
H -6.219 -3.939 -0.462
O -5.656 -2.054 -0.810
C -4.946 -0.950 -0.452
C -5.081 0.157 -1.294
C -4.404 1.323 -1.018
C -3.570 1.435 0.103
C -3.443 0.330 0.928
C -4.121 -0.851 0.659
H -3.988 -1.681 1.333
H -2.815 0.363 1.804
O -2.960 2.646 0.284
C -2.068 2.798 1.360
C -0.826 1.982 1.192
C 0.025 1.817 0.139
C 0.992 0.897 0.624
N 0.719 0.568 1.863
O -0.403 1.228 2.223
C 2.194 0.497 -0.159
O 2.622 1.278 -0.994
N 2.776 -0.696 0.081
C 2.307 -1.706 0.996
H 1.434 -1.351 1.533
H 2.059 -2.619 0.448
H 3.087 -1.937 1.725
C 3.948 -1.052 -0.720
C 4.985 0.024 -0.638
N 5.833 0.251 -1.606
O 6.653 1.244 -1.204
C 6.307 1.628 0.026
C 5.254 0.886 0.460
H 4.734 0.945 1.393
H 6.876 2.420 0.471
C 3.572 -1.349 -2.171
H 4.465 -1.628 -2.720
H 2.845 -2.157 -2.215
H 3.152 -0.458 -2.625
H 4.372 -1.955 -0.264
H -0.009 2.266 -0.830
H -2.540 2.550 2.320
H -1.812 3.863 1.355
Cl -4.575 2.684 -2.059
H -5.719 0.084 -2.158
H -4.551 -3.586 0.052
H -5.932 -2.995 1.020

=====

no.,energy (eV)
1,-170522.3058
2,-46184.9725